1.
Here is C6H6N2O as an isolated structure at a distorted geometry from OMol25. Energies are from ωB97M-V/def2-TZVPD.

Calculated values
Highest occupied orbital energy in eV: -7.9
LUMO level in eV: -0.24

The geometry in ORCA input format:
```
! wB97M-V def2-TZVPD RIJCOSX def2/J DEFGRID3
* xyz 0 1
N -0.94 -0.12 -1.43
C -1.73 0.41 -0.54
C 0.52 -0.41 -0.24
C -0.89 0.48 1.86
C 0.84 -1.68 0.10
N -0.68 0.36 0.63
C 1.53 0.53 -0.60
C 2.35 1.34 -0.94
O -2.86 0.76 -0.37
H -1.19 -0.36 -2.38
H -0.10 0.24 2.57
H -1.86 0.83 2.20
H 1.85 -2.03 -0.02
H 0.08 -2.38 0.42
H 3.08 2.04 -1.25
*
```

2.
Here is one molecule with the formula C6H6N2O at a distorted geometry from OMol25. Energies are from ωB97M-V/def2-TZVPD.

Calculated values
Highest occupied orbital energy in eV: -8.8
LUMO level in eV: -0.39

The geometry in ORCA input format:
```
! wB97M-V def2-TZVPD RIJCOSX def2/J DEFGRID3
* xyz 0 1
C -1.83 -0.87 0.55
C -1.01 -1.24 -0.45
N 0.29 -1.73 -0.30
C 1.27 -0.92 -0.04
O 2.52 -1.46 0.04
C 3.41 -0.39 0.26
N 2.86 0.71 0.08
C 1.46 0.57 -0.14
C 0.61 1.60 -0.43
H -2.91 -0.60 0.59
H -1.37 -0.79 1.51
H -1.42 -1.39 -1.47
H 4.53 -0.53 0.40
H 1.02 2.65 -0.62
H -0.38 1.51 -0.72
*
```

3.
Here is one molecule with the formula C6H6N2O2 at a distorted geometry from OMol25. Energies are from ωB97M-V/def2-TZVPD.

Calculated values
Highest occupied orbital energy in eV: -7.5
LUMO level in eV: 0.46

The geometry in ORCA input format:
```
! wB97M-V def2-TZVPD RIJCOSX def2/J DEFGRID3
* xyz 0 1
C 2.26 1.48 0.01
C 1.69 1.85 -0.98
C 0.17 0.57 0.51
C 0.47 -0.74 1.00
C -0.32 -1.79 0.71
C -1.75 -0.47 -0.76
H 2.66 1.53 1.12
H 1.10 2.05 -1.92
H -1.14 1.43 -0.88
H 1.30 -0.81 1.64
H -0.20 -2.81 1.06
H -2.04 -2.46 -0.29
N -0.92 0.59 -0.37
N -1.39 -1.66 -0.16
O 0.73 1.60 0.89
O -2.62 -0.38 -1.58
*
```

4.
Here is a 2-piece molecular cluster, C6H6N2S overall at a distorted geometry from OMol25. Energies are from ωB97M-V/def2-TZVPD.

Calculated values
Highest occupied orbital energy (alpha / beta) in eV: -8.2 / -8.4
LUMO level (alpha / beta) in eV: 0.53 / -3.12

The geometry in ORCA input format:
```
! wB97M-V def2-TZVPD RIJCOSX def2/J DEFGRID3
* xyz 0 3
C -4.11 -0.90 0.00
C 0.74 -0.77 0.12
C -0.14 -1.89 0.29
C -0.09 0.39 -0.13
C -1.30 -0.16 0.03
C 0.09 1.88 -0.13
N -4.05 -2.06 0.02
N -1.39 -1.51 0.05
S -4.05 0.75 -0.13
H 1.82 -0.58 0.29
H 0.24 -2.88 0.59
H 0.96 2.11 -0.80
H -0.76 2.53 -0.41
H 0.60 2.23 0.88
H -2.21 -2.01 -0.05
*
```

Record-wise energy above the lowest of the compared OMol25 structures with the same formula, charge and spin values, in kcal/mol: 115.5 50.3 116.5 16.0
Record-wise total energy values, in hartree: -416.789599 -416.893493 -492.057755 -739.735537